{
  "formula": "C18H32NO5PS2",
  "method": "ωB97M-V/def2-TZVPD",
  "species": ["C", "C", "N", "C", "C", "C", "S", "S", "C", "C", "C", "C", "C", "C", "O", "C", "C", "P", "O", "C", "O", "H", "H", "H", "H", "H", "H", "H", "H", "H", "H", "H", "H", "H", "H", "H", "H", "H", "H", "H", "H", "C", "C", "O", "H", "H", "H", "H", "H", "H", "C", "C", "O", "H", "H", "H", "H", "H", "H"],
  "positions_angstrom": [[-2.560, -3.795, -1.493], [-2.703, -2.551, -0.538], [-1.792, -2.785, 0.601], [-2.400, -3.613, 1.661], [-3.478, -2.908, 2.530], [-1.244, -1.594, 1.130], [-2.045, -0.153, 1.124], [0.398, -1.814, 1.846], [1.302, -0.241, 1.665], [0.869, 0.888, 2.634], [1.622, 2.232, 2.432], [1.097, 3.097, 1.290], [0.414, 2.689, 0.227], [-0.018, 3.646, -0.876], [-0.181, 3.219, -1.971], [-0.174, 5.109, -0.500], [0.493, 5.526, 0.565], [0.269, 7.327, 0.980], [0.508, 8.095, -0.281], [1.393, 4.595, 1.380], [2.277, 5.040, 2.044], [-3.246, -3.689, -2.344], [-2.662, -4.749, -0.954], [-1.536, -3.722, -1.903], [-2.447, -1.677, -1.146], [-3.753, -2.560, -0.187], [-2.800, -4.567, 1.279], [-1.575, -3.887, 2.352], [-3.978, -3.622, 3.214], [-2.995, -2.168, 3.195], [-4.265, -2.392, 1.957], [2.359, -0.473, 1.907], [1.316, 0.059, 0.601], [-0.210, 1.096, 2.650], [1.126, 0.537, 3.654], [2.711, 2.058, 2.337], [1.469, 2.821, 3.359], [0.132, 1.639, 0.101], [-0.821, 5.758, -1.101], [-1.074, 7.572, 1.365], [1.218, 7.753, 1.938], [-3.705, -5.292, -5.946], [-2.759, -4.319, -5.266], [-2.151, -4.921, -4.126], [-4.481, -5.618, -5.252], [-4.180, -4.832, -6.815], [-3.169, -6.186, -6.273], [-3.301, -3.437, -4.922], [-1.974, -3.996, -5.957], [-1.663, -5.695, -4.431], [6.853, 2.066, 0.802], [5.623, 1.295, 1.242], [4.895, 2.025, 2.227], [7.501, 2.268, 1.655], [7.418, 1.508, 0.054], [6.570, 3.033, 0.377], [5.909, 0.340, 1.684], [4.965, 1.097, 0.389], [4.634, 2.866, 1.833]],
  "forces_ev_per_angstrom": [[0.7785, 1.3437, 0.3585], [-0.6639, -2.3259, -0.6673], [-0.1893, 1.1358, 0.1494], [0.2312, -0.3726, 1.2892], [0.0843, 0.1341, 0.3973], [0.1899, 0.5762, 0.0745], [0.5430, -0.3622, -0.3726], [-0.2983, -0.3823, -0.3376], [-0.1786, 0.8395, 0.0944], [0.3764, 0.1896, 0.4216], [-0.4174, 0.0352, 0.0596], [0.5087, 0.6061, 0.5731], [-0.5202, 0.1872, -0.3047], [0.5280, 0.0638, 2.0179], [-0.5423, -0.2407, -1.7085], [-0.1649, -0.8943, -0.3115], [-0.0666, 0.5249, 1.5240], [1.0275, 0.7369, -2.4904], [-0.2210, -0.1473, 0.4021], [-1.4588, -0.7842, -1.2580], [0.9417, 0.4656, 0.8799], [0.0668, -0.3207, 0.4632], [-0.1860, 0.3213, -0.3736], [-0.4935, -0.3798, 0.1097], [-0.1258, -0.0184, 0.6976], [0.4017, 0.6933, -0.1871], [0.2839, 0.5414, -0.3305], [-0.3889, -0.0237, -0.3867], [0.3066, 0.1061, -0.5124], [-0.2737, -0.2136, -0.4293], [0.3723, -0.2212, 0.1039], [-0.5737, -0.2595, -0.0914], [-0.2535, -0.1874, 0.4801], [0.3855, -0.3338, -0.3044], [-0.1487, 0.1293, -0.4770], [-0.5165, 0.1497, 0.0423], [0.2699, -0.2287, -0.4236], [0.0910, 0.4594, -0.2159], [0.3826, -0.2729, 0.0787], [0.3405, -0.5626, 0.7461], [-0.6041, -0.6199, 0.5099], [-0.0939, 0.0223, -0.0018], [0.1535, -0.4218, -0.1110], [0.0340, -0.0181, -0.1218], [-0.0029, 0.0792, -0.0087], [0.0103, -0.0511, -0.0091], [0.0216, 0.0619, -0.0856], [0.0958, -0.0201, 0.1191], [-0.1173, 0.1335, -0.0782], [-0.0428, 0.0700, 0.0348], [0.0762, -0.0144, 0.0131], [-0.0130, 0.3866, -0.1336], [0.0013, -0.1396, 0.0488], [-0.0125, -0.0823, -0.0077], [-0.0036, 0.0482, -0.0112], [-0.0127, -0.0603, -0.0891], [-0.1122, 0.0489, 0.1046], [0.0983, -0.1337, -0.0610], [0.0953, 0.0032, 0.1076]],
  "lowdin_charge": [-0.083, -0.261, -0.237, -0.234, -0.103, -1.031, 0.719, 0.897, -0.489, -0.264, -0.129, -0.122, 0.058, -0.359, 0.134, 0.017, -0.222, 0.733, -0.470, -0.339, 0.114, 0.060, 0.068, 0.074, 0.096, 0.105, 0.113, 0.107, 0.078, 0.062, 0.065, 0.083, 0.073, 0.059, 0.114, 0.098, 0.130, 0.086, 0.131, 0.020, 0.021, -0.093, -0.315, -0.108, 0.076, 0.074, 0.072, 0.109, 0.109, 0.088, -0.091, -0.317, -0.102, 0.077, 0.075, 0.075, 0.112, 0.109, 0.077],
  "smiles": "CCN(CC)C(=S)SCCCC1=CC(=O)C=C([PH2]=O)C1=O.CCO.CCO",
  "e_homo_ev": -8.48
}

{
  "formula": "C18H32NPPdSi",
  "method": "ωB97M-V/def2-TZVPD",
  "species": ["C", "C", "C", "C", "C", "C", "C", "C", "N", "Pd", "C", "P", "H", "H", "H", "H", "H", "H", "H", "H", "C", "C", "H", "C", "C", "H", "H", "H", "H", "H", "H", "H", "H", "H", "H", "H", "H", "H", "H", "C", "Si", "C", "C", "C", "C", "H", "H", "H", "H", "H", "H", "H", "H", "H"],
  "positions_angstrom": [[2.087, -1.544, -3.616], [1.827, -2.393, -2.548], [1.462, -1.861, -1.298], [1.329, -0.482, -1.171], [1.601, 0.383, -2.219], [1.977, -0.166, -3.460], [1.148, -2.854, -0.220], [0.992, -2.328, 1.215], [1.763, -1.098, 1.497], [0.612, 0.381, 0.611], [1.428, 1.870, -2.035], [1.730, 2.456, -0.320], [1.960, -3.478, -2.653], [2.195, 0.496, -4.294], [2.365, -1.982, -4.580], [0.377, 2.160, -2.231], [2.125, 2.432, -2.675], [0.186, -3.336, -0.471], [1.882, -3.677, -0.240], [-0.061, -2.074, 1.397], [0.441, 3.557, 0.260], [3.227, 3.474, -0.369], [1.354, -3.097, 1.925], [3.230, -1.219, 1.231], [1.494, -0.572, 2.849], [-2.092, 1.752, 1.033], [3.710, -1.532, 2.177], [3.438, -1.972, 0.459], [3.628, -0.232, 0.925], [2.425, -0.535, 3.420], [1.086, 0.457, 2.736], [0.754, -1.211, 3.348], [2.998, 4.286, -1.080], [3.407, 3.862, 0.647], [4.077, 2.859, -0.705], [0.606, 4.534, -0.213], [-0.548, 3.158, 0.003], [0.524, 3.657, 1.353], [2.351, 1.390, 0.495], [-4.567, -2.238, 0.724], [-4.029, -0.448, 0.599], [-4.655, 0.303, -1.018], [-4.811, 0.555, 1.995], [-2.130, -0.340, 0.680], [-1.539, 0.802, 0.797], [-5.651, -2.280, 0.896], [-4.055, -2.733, 1.557], [-4.337, -2.772, -0.208], [-5.749, 0.406, -0.976], [-4.221, 1.298, -1.198], [-4.397, -0.346, -1.868], [-4.388, 0.284, 2.972], [-4.669, 1.636, 1.848], [-5.892, 0.351, 2.017]],
  "forces_ev_per_angstrom": [[-0.0230, -0.2572, -0.2635], [0.2672, 0.1079, 0.4211], [0.0890, -0.0479, -1.3279], [-0.4478, 0.3606, 0.8152], [0.3214, -1.0940, -0.8294], [0.0520, 0.5868, 0.2718], [-0.3248, -0.5101, 0.4894], [0.4428, -0.1294, 0.1983], [1.5104, -1.0953, 0.6521], [-1.5771, 1.5923, -1.8885], [0.0306, 0.4938, 0.1207], [0.0015, -2.1734, 0.2199], [-0.1449, 0.4317, -0.0695], [-0.0243, -0.1129, -0.0245], [-0.0498, 0.3039, 0.3037], [0.4556, -0.0242, -0.1005], [-0.3949, -0.0208, -0.1045], [0.2686, 0.1287, 0.0855], [-0.0892, 0.3306, -0.0353], [0.2863, -0.2105, 0.1251], [-0.1358, 0.5630, 0.1509], [-0.2502, 0.4892, -0.3023], [-0.4335, -0.0296, -0.1431], [-0.5827, -0.0656, 0.5301], [0.0078, -0.0495, 0.1676], [0.4625, -0.4279, -0.1676], [0.1048, 0.0190, -0.4270], [-0.1352, 0.4418, 0.1731], [-0.0916, -0.5989, 0.1071], [-0.1424, -0.0117, 0.2016], [0.1892, -0.4856, 0.7014], [0.2018, 0.2984, 0.0138], [0.5773, -0.0420, 0.3259], [0.0597, -0.0210, -0.4707], [-0.3265, 0.3401, 0.0865], [-0.1117, 0.0019, 0.1435], [0.4251, 0.0216, 0.1349], [-0.1047, -0.0133, -0.3988], [-0.5517, 0.4354, -0.1071], [-0.2659, 0.0702, -0.0126], [0.8932, -0.0757, -0.1470], [0.0031, -0.1225, -0.0328], [0.0270, -0.0540, 0.1304], [-1.3225, 0.3238, -0.0699], [0.6926, 0.6143, 0.3182], [0.1758, -0.1656, -0.0487], [-0.1068, 0.0447, -0.1606], [-0.0260, 0.0549, 0.2398], [0.2020, -0.0275, -0.0909], [-0.0921, -0.2875, 0.0925], [-0.0770, 0.2170, 0.1691], [-0.1222, 0.0718, -0.2206], [-0.0097, -0.2899, 0.0214], [0.2169, 0.1003, 0.0326]],
  "lowdin_charge": [-0.103, -0.059, -0.264, -0.142, -0.315, -0.066, -0.155, -0.206, -0.400, 0.561, -0.257, 0.804, 0.112, 0.101, 0.100, 0.107, 0.090, 0.128, 0.112, 0.088, -0.248, -0.248, 0.125, -0.056, -0.106, 0.011, 0.083, 0.090, 0.073, 0.077, 0.051, 0.095, 0.052, 0.057, 0.059, 0.053, 0.025, 0.062, 0.027, -0.211, 0.418, -0.199, -0.202, -0.241, -0.308, 0.024, 0.024, 0.026, 0.025, 0.025, 0.026, 0.028, 0.023, 0.025],
  "spin_multiplicity": 3,
  "e_homo_ev": [-5.13, -7.30]
}